C43H51N2O5 | the ωB97M-V functional and the def2-TZVPD basis

ORCA input file:
```
! wB97M-V def2-TZVPD RIJCOSX def2/J DEFGRID3
* xyz 1 1
C -5.072 0.264 4.444
C -4.717 1.401 3.484
C -4.960 1.017 2.015
C -5.637 2.047 1.117
N -4.805 3.213 0.642
C -4.620 4.294 1.707
C -3.279 4.385 2.435
C -2.259 5.316 1.788
C -3.501 2.775 0.023
C -3.634 1.752 -1.088
C -2.236 1.391 -1.624
C -1.867 2.108 -2.921
C -1.974 3.627 -2.851
N -1.552 4.218 -4.113
O -5.454 3.824 -0.472
C -6.841 4.164 -0.268
C -7.228 5.117 -1.384
C -6.195 6.203 -1.662
H -4.492 0.330 5.363
H -6.127 0.284 4.718
H -4.862 -0.708 3.993
H -5.308 2.287 3.737
H -3.670 1.666 3.631
H -4.044 0.643 1.555
H -5.658 0.175 1.991
H -5.995 1.573 0.205
H -6.496 2.475 1.635
H -4.807 5.225 1.173
H -5.430 4.143 2.415
H -3.522 4.778 3.425
H -2.856 3.401 2.624
H -2.660 6.329 1.718
H -1.968 5.006 0.785
H -1.358 5.365 2.399
H -3.069 3.696 -0.361
H -2.883 2.394 0.833
H -4.248 2.158 -1.894
H -4.133 0.853 -0.727
H -2.204 0.314 -1.797
H -1.474 1.600 -0.862
H -2.485 1.738 -3.741
H -0.829 1.866 -3.170
H -3.011 3.934 -2.673
H -1.384 3.984 -1.988
H -0.543 4.256 -4.194
H -1.895 5.166 -4.218
H -6.978 4.638 0.710
H -7.448 3.257 -0.307
H -7.435 4.546 -2.290
H -8.166 5.581 -1.072
H -6.587 6.906 -2.395
H -5.956 6.771 -0.759
H -5.269 5.788 -2.058
C 1.527 1.213 -1.765
C 2.405 1.335 -2.837
C 2.989 0.203 -3.382
C 2.691 -1.051 -2.860
C 1.805 -1.170 -1.790
C 1.229 -0.032 -1.241
C 1.471 -2.501 -1.199
O 0.676 -2.589 -0.287
C 2.153 -3.694 -1.766
C 1.914 -4.938 -1.196
C 2.548 -6.062 -1.699
C 3.417 -5.949 -2.778
C 3.659 -4.712 -3.351
C 3.032 -3.580 -2.847
C 3.343 -2.258 -3.457
O 4.114 -2.150 -4.385
H 1.075 2.099 -1.334
H 2.637 2.310 -3.244
H 3.679 0.271 -4.212
H 0.554 -0.147 -0.404
H 1.237 -5.007 -0.355
H 2.367 -7.029 -1.250
H 3.910 -6.829 -3.169
H 4.339 -4.605 -4.185
C 7.433 -6.506 5.094
C 8.353 -7.121 4.251
C 8.454 -6.730 2.927
C 7.632 -5.722 2.437
C 6.705 -5.108 3.282
C 6.611 -5.502 4.611
C 5.799 -4.034 2.783
O 4.999 -3.491 3.515
C 5.909 -3.651 1.345
C 5.056 -2.676 0.843
C 5.141 -2.304 -0.487
C 6.078 -2.900 -1.325
C 6.930 -3.871 -0.830
C 6.847 -4.252 0.504
C 7.767 -5.314 1.009
O 8.589 -5.827 0.282
H 7.360 -6.811 6.129
H 8.992 -7.907 4.631
H 9.165 -7.194 2.258
H 5.890 -5.011 5.250
H 4.331 -2.226 1.508
H 4.470 -1.546 -0.875
H 6.137 -2.609 -2.367
H 7.665 -4.349 -1.463
*
```

- max |F| (eV/A) = 0.2
- HOMO level (eV) = -10.840
- total energy (eV) = -58629.8935
- orbital gap (Eh) = 0.30156